Here is a gas-phase ion, C5H7O2S (charge -1) at a distorted geometry from the OMol25 dataset. Energies are from ωB97M-V/def2-TZVPD.

Last column: natural (NBO) charge in e.
Geometry (Å):
S (-2.36, 0.11, -0.06)  1.24
O (-2.35, -1.36, 0.13)  -0.95
O (-1.58, 0.94, 1.23)  -0.67
C (-0.63, 0.73, 0.25)  0.14
C (0.98, -0.66, -0.99)  -0.71
C (0.02, 1.91, -0.85)  -0.96
C (0.30, -0.49, 0.29)  -0.03
C (0.47, -1.15, 1.42)  -0.40
H (0.07, -0.83, 2.31)  0.19
H (1.04, 2.22, -0.50)  0.15
H (2.17, -0.57, -0.98)  0.19
H (0.65, 0.23, -1.53)  0.30
H (-0.54, 2.77, -0.60)  0.15
H (0.91, -2.20, 1.43)  0.17
H (0.86, -1.66, -1.58)  0.20

The calculation puts the HOMO-LUMO gap at 5.863 eV. The calculation puts the total energy at -743.22870 hartree. The calculation puts the largest force on an atom at 5.22 eV/Å. The net charge is -1. The LUMO energy is 3.559 eV.